(1)
127
Properties=species:S:1:pos:R:3:forces:R:3 method="wB97M-V/def2-TZVPD" homo_lumo_gap_ha=0.2579 smiles="C=Cc1ccc2c(c1CCCCCCCC)C(=O)c1c(O)c(C)c(C[C@@H](C)Cl)c(N=C=O)c1C2=O.CNC(C)=O.CNC(C)=O.CNC(C)=O.CNC(C)=O.CNC(C)=O" homo_energy_ev=-7.908 spin_multiplicity=1 energy_ev=-86603.00987 e_above_lowest_ev=1.4169
C 1.1737 -7.2082 -0.2268 -0.731 0.600 0.076
C 0.6052 -6.0197 0.2570 1.406 -0.416 0.364
C 1.5964 -4.9273 0.6814 -0.101 -0.361 1.479
C 1.8059 -4.5624 2.0436 0.681 0.976 -0.686
C 2.7425 -3.5475 2.4094 -0.024 -0.349 -1.488
C 3.4535 -2.9018 1.3645 -0.524 -0.497 -0.280
C 3.2553 -3.2894 -0.0056 -0.118 0.143 0.249
C 2.3323 -4.2963 -0.3990 0.323 -0.186 1.182
C 2.0913 -4.6766 -1.8682 -0.198 0.761 -0.192
C 0.6357 -4.2670 -2.3409 1.291 -0.027 -0.139
C 0.6480 -2.9657 -3.1953 -0.541 0.220 0.499
C 0.5250 -1.6439 -2.3675 -0.577 0.702 -0.807
C -0.9275 -1.0493 -2.3919 -0.069 -0.265 0.577
C -1.7707 -1.6330 -1.2050 0.788 0.662 -0.059
C -1.7770 -0.6689 0.0273 -0.594 -1.893 0.226
C -2.2984 -1.5242 1.2561 0.428 1.098 -0.098
C 4.1104 -2.5368 -1.0346 -0.591 0.574 1.213
O 4.6778 -3.0622 -1.9532 0.097 -0.023 -0.355
C 4.2175 -1.0300 -0.7605 -0.050 -0.369 0.119
C 4.1160 -0.1259 -1.8374 0.304 1.198 1.867
O 3.9049 -0.5513 -3.1306 0.524 0.300 0.491
C 4.2031 1.2856 -1.5425 -0.167 -1.343 0.131
C 4.0518 2.2355 -2.7384 -0.589 -0.531 0.757
C 4.4133 1.6880 -0.1983 -0.051 0.403 0.855
C 4.5609 3.1898 0.1619 0.592 -0.188 -0.680
C 5.7170 3.8788 -0.6636 -0.902 0.102 -0.675
C 5.2266 5.1371 -1.4702 0.437 -0.392 0.459
Cl 7.1243 4.3362 0.3733 -0.332 -0.283 -0.048
C 4.5037 0.7553 0.9003 0.191 -1.288 -2.043
N 4.6754 1.1701 2.2742 -1.042 0.965 -0.143
C 3.6168 1.6283 2.7165 0.357 -1.790 -0.435
O 2.5506 1.8404 3.1163 0.192 0.811 0.431
C 4.4069 -0.6342 0.6011 -0.162 0.568 -0.543
C 4.4459 -1.7709 1.6495 -0.663 0.092 -1.082
O 5.2018 -1.7790 2.5803 -0.061 0.136 0.340
H 1.6367 -7.9425 0.4490 1.689 1.262 -0.459
H 1.2041 -7.4289 -1.3058 -1.855 -1.105 0.573
H -0.4772 -5.8415 0.3183 0.402 0.723 -1.678
H 1.2232 -5.0528 2.8308 0.241 0.117 -0.406
H 2.9241 -3.2593 3.4498 -0.115 -0.168 -0.433
H 2.2939 -5.7449 -2.0373 -0.163 0.460 0.221
H 2.7773 -4.1347 -2.5409 -0.088 -0.347 0.614
H 0.2660 -5.1023 -2.9587 -0.251 0.337 0.453
H 0.0548 -4.1080 -1.4207 -0.279 -0.271 -0.674
H 1.5432 -2.8758 -3.8353 -0.261 -0.404 0.294
H -0.2236 -3.0050 -3.8792 0.440 0.054 0.246
H 0.8124 -1.7481 -1.3040 0.125 -0.120 -0.455
H 1.1874 -0.8881 -2.8357 -0.132 -0.407 0.369
H -0.8834 0.0499 -2.2657 0.004 -0.418 -0.097
H -1.4182 -1.2321 -3.3678 0.344 0.002 0.387
H -2.7990 -1.9150 -1.4919 0.390 0.231 0.142
H -1.2568 -2.5508 -0.8663 -0.395 0.189 -0.197
H -0.7417 -0.3835 0.2809 -0.395 0.321 -0.454
H -2.4336 0.1961 -0.1566 0.565 -0.200 0.111
H -2.5119 -2.5569 0.9438 -0.212 0.410 0.254
H -3.1802 -1.0336 1.7011 0.253 -0.584 -0.185
H -1.5113 -1.5492 2.0314 -0.374 -0.123 -0.232
H 4.7613 -0.9052 -3.4120 -0.304 -0.333 -0.252
H 3.6903 3.2253 -2.4236 0.458 -0.306 -0.138
H 5.0124 2.2728 -3.2775 -0.491 0.268 -0.001
H 3.2603 1.8186 -3.3875 0.614 0.148 0.092
H 4.7704 3.2806 1.2365 -0.046 0.104 -0.487
H 3.6460 3.7647 -0.0600 0.146 -0.439 0.149
H 6.0889 3.1502 -1.4033 0.164 0.326 0.599
H 5.0899 4.8663 -2.5305 0.126 0.241 0.455
H 4.2621 5.5123 -1.0851 0.515 -0.032 -0.083
H 6.0066 5.9090 -1.3748 -0.529 -0.151 -0.261
C -6.4276 0.1131 4.0150 0.441 0.160 -0.192
N -5.8962 -0.4579 2.7928 -0.238 -0.176 -0.109
C -6.4554 -1.4103 2.0016 0.087 -0.087 -0.117
C -7.7907 -1.9630 2.4157 -0.116 -0.099 0.093
O -5.8768 -1.7883 0.9887 -0.080 0.124 0.083
H -6.5381 1.1910 3.8822 -0.138 -0.002 0.166
H -5.7215 -0.0715 4.8273 -0.145 0.052 0.128
H -7.3903 -0.3144 4.2736 0.013 -0.016 -0.099
H -5.0031 -0.1289 2.4598 -0.003 0.044 0.046
H -8.1130 -2.7057 1.6906 0.124 0.043 -0.043
H -7.7206 -2.4427 3.3943 -0.046 0.064 0.019
H -8.5268 -1.1589 2.4434 0.016 -0.063 0.069
C -6.9996 3.1503 -0.3123 0.306 -0.449 -0.010
N -7.5659 1.9714 0.3273 -0.292 0.221 0.063
C -8.7757 1.8371 0.9262 0.170 -0.288 -0.001
C -9.6818 3.0415 0.9569 -0.081 -0.001 0.032
O -9.1001 0.7648 1.4198 -0.108 0.112 0.062
H -6.7777 2.9179 -1.3564 0.014 0.249 -0.047
H -6.0691 3.4129 0.1947 -0.009 0.160 -0.088
H -7.6793 3.9951 -0.2724 -0.057 -0.076 0.038
H -7.0153 1.1254 0.3484 0.021 0.011 0.103
H -10.6056 2.7798 1.4657 0.075 -0.109 -0.001
H -9.2060 3.8596 1.4996 -0.018 0.077 -0.132
H -9.9225 3.3597 -0.0583 0.064 0.130 0.044
C 0.4987 4.2998 1.7307 -0.234 -0.148 0.452
N -0.7317 3.5318 1.6910 0.021 0.008 -0.348
C -1.4240 3.1127 0.5997 -0.201 -0.120 0.105
C -0.8734 3.4712 -0.7578 -0.010 -0.026 -0.079
O -2.4543 2.4697 0.7288 -0.060 0.074 0.013
H 1.2582 3.7229 2.2587 0.127 0.140 -0.071
H 0.3187 5.2280 2.2769 0.183 0.082 -0.098
H 0.8578 4.5365 0.7341 -0.091 -0.030 -0.019
H -1.1536 3.2580 2.5644 0.043 0.001 0.012
H -1.5299 3.0711 -1.5260 -0.053 -0.033 0.113
H -0.8248 4.5553 -0.8731 0.140 -0.025 -0.036
H 0.1201 3.0380 -0.8897 0.044 0.123 -0.027
C -5.7529 -1.2524 -1.9799 -0.082 0.329 0.232
N -5.9181 0.1449 -2.3453 0.122 -0.147 -0.509
C -5.7893 0.7228 -3.5642 -0.079 0.303 0.197
C -5.4258 -0.1676 -4.7256 0.020 0.024 -0.092
O -5.9656 1.9275 -3.6990 0.012 -0.026 -0.070
H -6.6860 -1.6110 -1.5465 0.134 -0.219 0.051
H -4.9676 -1.3235 -1.2298 -0.096 -0.251 0.031
H -5.4929 -1.8676 -2.8364 -0.020 0.133 -0.078
H -6.1604 0.7983 -1.6204 0.009 -0.033 0.027
H -5.3593 0.4336 -5.6285 -0.032 0.084 0.099
H -4.4583 -0.6411 -4.5512 -0.079 -0.133 -0.010
H -6.1917 -0.9306 -4.8720 0.119 -0.100 0.023
C 9.6936 2.1081 3.7665 0.465 0.109 -0.271
N 10.0836 1.5028 2.5080 -0.269 -0.154 0.035
C 9.3970 0.5922 1.7643 0.100 -0.067 -0.274
C 8.0588 0.1326 2.2848 0.037 0.021 -0.031
O 9.8658 0.1762 0.7165 -0.042 0.007 0.025
H 9.6502 3.1918 3.6399 -0.117 0.011 0.194
H 10.4463 1.8721 4.5216 -0.146 0.069 0.158
H 8.7264 1.7495 4.1031 0.013 -0.037 -0.078
H 10.9681 1.7664 2.1035 -0.010 0.012 0.015
H 7.6289 -0.5887 1.5956 0.116 0.022 -0.032
H 8.1821 -0.3487 3.2561 -0.165 0.078 0.045
H 7.3740 0.9777 2.3719 -0.026 -0.058 0.161

***

(2)
146
Properties=species:S:1:pos:R:3:forces:R:3 method="wB97M-V/def2-TZVPD" homo_lumo_gap_ha=0.3673 smiles="C[C@H]1COC(=O)O1.C[C@H]1COC(=O)O1.C[C@H]1COC(=O)O1.C[C@H]1COC(=O)O1.C[C@H]1COC(=O)O1.C[C@H]1COC(=O)O1.C[C@H]1COC(=O)O1.C[C@H]1COC(=O)O1.C[C@H]1COC(=O)O1.C[C@H]1COC(=O)O1.BrCCBr.BrCCBr" homo_energy_ev=-10.169 spin_multiplicity=1 energy_ev=-388329.75428 e_above_lowest_ev=0.0000
C -3.0785 -2.9041 -2.8406 0.461 -0.679 0.123
C -2.9904 -2.9780 -1.3338 -0.683 -0.646 0.527
C -3.7312 -4.1745 -0.6660 -0.175 1.142 -1.240
O -2.7514 -4.7525 0.1693 -0.344 -0.905 0.745
C -1.5434 -4.2863 -0.1087 0.663 0.400 -0.708
O -0.4935 -4.7494 0.2351 -0.535 0.117 0.322
O -1.6326 -3.2112 -0.9182 0.138 0.403 -0.217
H -2.7570 -3.8451 -3.2984 0.067 -0.106 0.229
H -2.3701 -2.1579 -3.2003 -0.440 0.338 -0.160
H -4.1113 -2.7740 -3.1596 0.056 0.523 0.001
H -3.3946 -2.0840 -0.8580 0.564 0.323 -0.093
H -4.0626 -4.8633 -1.4457 0.062 -0.339 0.297
H -4.5875 -3.7886 -0.1183 0.050 -0.358 0.299
C 3.3410 -3.7046 -1.7225 0.579 0.334 -0.056
C 2.4602 -4.1608 -0.5507 2.005 0.126 -1.802
C 2.3001 -5.6927 -0.5185 -0.738 1.054 -0.511
O 2.6171 -6.0331 0.8246 -0.487 0.025 0.212
C 3.0051 -4.9263 1.4860 0.102 -0.106 0.794
O 3.1743 -4.8451 2.6658 0.116 -0.209 -0.325
O 3.2054 -3.9009 0.6396 -0.660 0.341 0.173
H 2.9085 -3.8796 -2.7090 -0.222 -0.132 0.138
H 4.3319 -4.1671 -1.7017 -0.226 -0.515 0.109
H 3.6110 -2.6473 -1.6701 -0.572 0.125 0.147
H 1.5252 -3.6022 -0.5889 -0.079 -0.254 0.527
H 2.9574 -6.2368 -1.1946 0.085 0.128 0.027
H 1.2498 -5.8162 -0.7946 0.148 -0.922 0.511
C -5.7998 -3.5468 2.9618 0.410 0.013 1.240
C -4.6201 -2.8540 3.6638 -0.937 -0.031 -0.124
C -3.4480 -3.7643 4.0722 -2.165 -0.378 0.266
O -2.2923 -3.0772 3.6320 -0.170 -0.432 0.063
C -2.6733 -2.0404 2.8517 -0.293 0.359 0.329
O -1.9122 -1.2800 2.3425 0.304 -0.005 -0.399
O -4.0105 -1.9323 2.7708 0.872 0.010 -0.498
H -5.4844 -4.0778 2.0670 -0.038 0.112 -0.116
H -6.6169 -2.8531 2.7833 0.189 0.154 -0.372
H -6.2034 -4.2694 3.6790 0.063 -0.165 -0.118
H -4.9796 -2.2544 4.5050 -0.022 -0.131 -0.011
H -3.6615 -4.7463 3.6391 0.993 0.018 -0.563
H -3.5430 -3.9424 5.1432 0.905 0.388 0.145
C 1.8604 3.6578 1.2475 -1.635 -0.513 0.983
C 1.5237 4.5547 0.0809 1.332 0.568 0.040
C 2.7636 5.2152 -0.5433 0.474 -0.053 -0.435
O 2.5418 5.0710 -1.9646 0.000 0.201 -0.456
C 1.4387 4.3657 -2.1814 -0.625 0.473 0.380
O 0.8254 4.2711 -3.2102 0.612 -0.323 -0.291
O 0.9843 3.8390 -1.0351 -0.544 -0.498 0.319
H 2.1346 2.6402 0.9811 0.720 0.200 -0.482
H 0.9719 3.4492 1.8561 -0.207 0.266 -0.156
H 2.5316 4.0875 1.9881 0.425 0.109 -0.440
H 0.8365 5.3746 0.3032 -0.302 -0.343 0.377
H 3.7074 4.7352 -0.2871 -0.146 -0.157 0.014
H 2.8559 6.2863 -0.3709 -0.162 -0.057 0.237
C -2.7099 3.8574 -3.1877 -0.851 0.659 0.039
C -2.3621 4.1598 -1.7509 0.988 -0.074 -0.026
C -2.1877 5.6329 -1.3826 -0.907 0.662 -1.134
O -2.9769 5.7974 -0.2058 0.635 0.260 0.357
C -3.6353 4.6691 0.0665 -0.463 -0.208 -0.067
O -4.3450 4.5062 1.0095 0.038 -0.032 -0.020
O -3.4342 3.7524 -0.9042 -0.231 -0.013 0.392
H -1.8310 3.9115 -3.8248 0.037 -0.451 0.020
H -3.4409 4.5652 -3.5962 0.137 0.309 0.256
H -3.2675 2.9238 -3.2091 0.635 -0.350 -0.192
H -1.4656 3.6092 -1.4498 -0.165 -0.176 -0.064
H -2.6509 6.2394 -2.1701 0.002 0.073 0.117
H -1.1872 6.0400 -1.2595 0.134 -0.467 0.365
C 5.8046 -1.9810 0.2171 0.144 -0.820 1.028
C 6.8906 -1.1878 0.9260 -0.467 0.407 0.264
C 6.4113 0.0785 1.7023 0.027 -0.426 -0.300
O 6.8639 -0.1448 3.0330 0.559 0.266 0.139
C 7.6243 -1.2638 3.0873 -0.546 0.085 1.029
O 8.2465 -1.6247 4.0349 0.035 0.230 0.014
O 7.4769 -1.9704 1.9787 0.238 -0.567 -1.266
H 5.7813 -1.7806 -0.8492 -0.376 0.189 0.020
H 4.8565 -1.9111 0.7530 -0.237 0.644 -0.526
H 5.9569 -3.0555 0.3638 0.621 0.049 -0.344
H 7.6795 -0.9090 0.2283 0.112 -0.095 0.024
H 5.3284 0.1925 1.7490 -0.012 -0.002 -0.211
H 6.8599 0.9792 1.2953 -0.043 0.126 0.130
C -5.7603 0.8257 -3.6354 -0.761 0.158 0.185
C -5.2544 0.3296 -2.2883 0.198 1.151 -1.041
C -5.6402 1.1531 -1.0405 1.416 -1.175 -0.221
O -5.7625 0.0784 -0.0896 -0.993 0.273 0.396
C -6.0881 -1.0690 -0.7201 0.711 0.576 0.201
O -6.4869 -2.0469 -0.1810 -0.133 -0.443 -0.002
O -5.7901 -0.9568 -2.0286 -0.642 -0.561 0.006
H -6.8051 1.1487 -3.5933 -0.046 -0.187 0.229
H -5.7254 0.0142 -4.3608 0.282 0.095 -0.089
H -5.2269 1.7026 -4.0022 0.363 -0.201 0.055
H -4.1703 0.2122 -2.3760 0.011 0.049 0.322
H -6.5377 1.7604 -1.1445 -0.160 -0.211 0.130
H -4.7905 1.7266 -0.6797 -0.220 0.435 -0.206
C 3.8522 2.2545 -3.8793 -0.866 0.178 -0.024
C 4.1154 1.4935 -2.5718 -0.373 1.105 -1.941
C 5.5339 0.9416 -2.4833 -0.819 -0.451 0.474
O 5.9042 1.3555 -1.1702 0.696 -0.180 0.479
C 5.0628 2.3072 -0.6904 0.336 -0.147 -0.243
O 5.2274 2.9107 0.3201 0.096 -0.023 0.180
O 4.0505 2.4875 -1.5348 -0.199 -0.258 0.046
H 4.5469 3.0875 -3.9778 0.256 -0.191 -0.111
H 2.8578 2.7149 -3.9001 0.068 0.007 0.538
H 3.7899 1.6502 -4.7855 0.733 -0.280 0.204
H 3.3507 0.7449 -2.3695 0.171 0.053 -0.016
H 6.2507 1.2809 -3.2296 -0.101 0.416 0.084
H 5.4850 -0.1466 -2.5449 0.246 -0.014 0.233
C -1.7459 2.2728 2.9366 -0.304 0.590 1.169
C -3.2147 2.3366 3.3523 -0.229 -0.786 -1.455
C -4.1680 1.5692 2.3855 0.587 0.731 -0.978
O -4.9289 0.7076 3.2059 -0.225 0.189 0.220
C -4.4435 0.7503 4.4630 -0.290 -0.506 -0.592
O -4.8677 0.0863 5.3582 -0.060 -0.135 0.236
O -3.4149 1.5771 4.5428 0.627 0.640 0.963
H -1.4580 3.1765 2.3968 -0.156 -0.221 -0.492
H -1.5051 1.3423 2.4331 0.113 0.051 -0.083
H -1.1699 2.3489 3.8627 0.127 -0.277 -0.112
H -3.5302 3.3699 3.4888 -0.120 -0.059 0.302
H -3.5882 1.0134 1.6381 -0.084 -0.372 0.569
H -4.8116 2.2101 1.7851 -0.233 0.185 0.453
C 4.0556 -1.7822 4.6748 -0.011 -0.450 -0.136
C 3.2976 -1.2526 3.4578 0.752 -0.003 1.717
C 1.9159 -1.8603 3.1973 0.855 -0.372 0.058
O 1.0333 -0.7653 3.4193 -0.485 -0.152 -0.137
C 1.7050 0.3453 3.7754 -0.183 0.405 0.098
O 1.1881 1.3956 4.0374 0.147 -0.414 -0.223
O 3.0197 0.1229 3.8056 -0.001 0.086 -0.832
H 4.9237 -1.1610 4.8976 0.195 -0.113 -0.458
H 4.3470 -2.8120 4.4557 0.173 0.020 0.247
H 3.4940 -1.7488 5.6108 -0.485 -0.155 -0.283
H 3.9771 -1.3195 2.6100 -0.272 0.345 -0.238
H 1.7382 -2.7012 3.8689 -0.328 0.303 0.238
H 1.8453 -2.2764 2.1921 -0.291 0.430 -0.113
Br 1.5889 -0.1441 -4.4647 -0.366 0.728 -0.294
C 0.7309 1.4722 -5.2441 0.127 -0.255 -0.745
C -0.5924 1.0826 -5.8495 -0.605 0.667 0.972
Br -1.8653 0.7085 -4.3753 0.220 -0.421 -0.494
H 1.3453 1.8684 -6.0565 0.360 -0.473 0.062
H 0.6559 2.2997 -4.5409 -0.108 -0.448 0.477
H -0.5647 0.2549 -6.5480 0.010 -0.139 0.175
H -1.0555 1.9578 -6.3015 0.174 -0.040 -0.236
Br 2.4125 -0.4127 -0.1187 -0.474 0.222 0.139
C 0.4343 -0.4296 0.0433 0.053 -1.156 -0.534
C -0.2287 0.3816 -1.0426 0.133 0.818 0.860
Br -2.0977 0.6389 -0.4485 0.542 -0.146 -0.616
H 0.1825 -0.2150 1.0772 0.055 0.345 -0.082
H 0.1859 -1.4694 -0.1673 0.027 -0.060 0.402
H -0.2026 -0.1004 -2.0127 -0.168 -0.037 0.007
H 0.1867 1.3868 -1.0973 -0.098 -0.006 -0.143

***

Across the entries above, E_LUMO takes the values -0.89; -0.17 eV, respectively.